i | The following is a quantum chemistry calculation of 2 unconnected molecules or ions with the total composition C36H37N2O, from the Open Molecules 2025 dataset.

Calculated values
- Charge: +1
- HOMO energy: -8.8 eV
- Orbital gap: 3.965 eV
- LUMO energy: -4.88 eV

Geometry (Å):
C: 6.123 0.419 3.178
O: 5.457 1.422 2.451
C: 4.075 1.481 2.665
C: 3.346 2.410 1.916
C: 1.987 2.524 2.051
C: 1.275 1.688 2.917
C: -0.184 1.770 2.939
C: -1.026 0.701 2.797
N: -2.411 0.899 2.676
C: -3.060 2.227 2.562
C: -4.569 1.980 2.384
C: -4.735 0.464 2.127
C: -3.319 -0.133 2.126
C: -0.484 -0.661 2.613
C: 0.328 -0.956 1.517
C: 0.838 -2.223 1.346
C: 0.560 -3.215 2.267
C: -0.254 -2.939 3.349
C: -0.776 -1.676 3.523
C: 2.005 0.766 3.680
C: 3.371 0.677 3.568
H: 7.174 0.425 2.885
H: 6.050 0.623 4.248
H: 5.693 -0.557 2.945
H: 3.873 3.030 1.215
H: 1.438 3.232 1.454
H: -0.613 2.757 2.935
H: -2.842 2.820 3.455
H: -2.636 2.747 1.697
H: -5.119 2.288 3.281
H: -4.970 2.575 1.553
H: -5.346 0.005 2.914
H: -5.250 0.270 1.178
H: -2.987 -0.381 1.114
H: -3.255 -1.045 2.725
H: 0.553 -0.177 0.806
H: 1.455 -2.442 0.492
H: 0.961 -4.208 2.133
H: -0.487 -3.715 4.058
H: -1.415 -1.457 4.362
H: 1.477 0.122 4.362
H: 3.903 -0.027 4.179
C: 0.252 -3.853 -3.154
C: -0.512 -2.587 -3.254
N: -1.877 -2.512 -3.379
C: -2.793 -3.649 -3.448
C: -2.273 -1.161 -3.411
C: -1.110 -0.380 -3.290
C: -1.213 1.007 -3.189
C: -2.450 1.597 -3.258
C: -3.604 0.830 -3.429
C: -3.527 -0.544 -3.497
C: 0.022 -1.277 -3.216
C: 1.371 -0.932 -2.988
C: 1.952 0.386 -3.032
C: 1.700 1.308 -4.073
C: 2.284 2.552 -4.064
C: 3.108 2.935 -3.019
C: 3.380 2.047 -1.993
C: 2.842 0.785 -2.011
H: 1.321 -3.666 -3.033
H: -0.086 -4.445 -2.301
H: 0.120 -4.461 -4.051
H: -3.825 -3.310 -3.523
H: -2.555 -4.255 -4.320
H: -2.690 -4.266 -2.557
H: -0.329 1.598 -3.041
H: -2.529 2.668 -3.178
H: -4.560 1.325 -3.512
H: -4.420 -1.129 -3.619
H: 2.008 -1.725 -2.633
H: 1.063 1.014 -4.891
H: 2.104 3.236 -4.877
H: 3.543 3.922 -3.005
H: 4.014 2.347 -1.176
H: 3.068 0.089 -1.221

=====

ii | The following is a quantum chemistry calculation of 2 unconnected molecules or ions with the total composition C36H37N2O, from the Open Molecules 2025 dataset.

Calculated values
- Charge: +1
- HOMO energy: -9.2 eV
- Orbital gap: 4.911 eV
- LUMO energy: -4.24 eV

Geometry (Å):
C: -5.469 -2.515 -2.836
O: -4.116 -2.512 -3.337
C: -3.078 -2.610 -2.464
C: -1.773 -2.477 -3.003
C: -0.695 -2.368 -2.170
C: -0.856 -2.291 -0.762
C: 0.262 -1.926 0.085
C: 0.097 -1.712 1.472
N: 1.041 -2.099 2.360
C: 2.097 -3.050 2.026
C: 2.976 -3.166 3.291
C: 2.400 -2.198 4.332
C: 1.084 -1.654 3.750
C: -1.088 -0.975 1.972
C: -1.577 0.124 1.247
C: -2.707 0.813 1.682
C: -3.396 0.386 2.827
C: -2.937 -0.731 3.533
C: -1.798 -1.415 3.108
C: -2.120 -2.697 -0.252
C: -3.219 -2.847 -1.072
H: -6.055 -2.329 -3.736
H: -5.728 -3.492 -2.411
H: -5.638 -1.721 -2.098
H: -1.668 -2.451 -4.088
H: 0.312 -2.291 -2.582
H: 1.239 -2.221 -0.302
H: 1.666 -4.033 1.756
H: 2.695 -2.710 1.168
H: 2.953 -4.197 3.655
H: 4.018 -2.915 3.055
H: 2.205 -2.698 5.282
H: 3.089 -1.368 4.526
H: 1.016 -0.557 3.847
H: 0.254 -2.072 4.340
H: -1.038 0.420 0.342
H: -3.066 1.674 1.119
H: -4.302 0.903 3.154
H: -3.469 -1.100 4.413
H: -1.478 -2.323 3.632
H: -2.227 -2.866 0.818
H: -4.188 -3.139 -0.651
C: 2.471 2.666 3.477
N: 2.045 2.450 2.107
C: 1.791 1.243 1.548
C: 1.487 1.405 0.177
C: 1.273 0.334 -0.707
C: 0.810 0.602 -2.054
C: -0.251 1.499 -2.327
C: -0.542 1.862 -3.638
C: 0.200 1.342 -4.703
C: -0.061 1.848 -6.092
C: 1.177 0.375 -4.452
C: 1.450 -0.019 -3.152
C: 1.616 2.847 -0.094
C: 1.679 3.643 -1.231
C: 1.893 5.026 -1.096
C: 2.121 5.612 0.167
C: 2.152 4.812 1.328
C: 1.906 3.457 1.149
H: 2.475 3.740 3.664
H: 1.774 2.173 4.168
H: 3.480 2.271 3.664
H: 1.866 0.317 2.106
H: 1.947 -0.516 -0.549
H: -0.817 1.939 -1.502
H: -1.315 2.609 -3.839
H: 0.553 1.313 -6.819
H: -1.119 1.724 -6.349
H: 0.171 2.915 -6.167
H: 1.760 -0.045 -5.277
H: 2.207 -0.780 -2.939
H: 1.575 3.194 -2.217
H: 1.889 5.666 -1.976
H: 2.284 6.688 0.268
H: 2.338 5.197 2.331

=====

Preferred: i; penalty for the next structure: 66.2 kJ/mol.

=====

i | The following is a quantum chemistry calculation of 6 unconnected molecules or ions with the total composition C12H24Cl12, from the Open Molecules 2025 dataset.

Calculated values
- SMILES: ClCCCl.ClCCCl.ClCCCl.ClCCCl.ClCCCl.ClCCCl
- HOMO energy: -10.6 eV
- Orbital gap: 10.972 eV
- LUMO energy: 0.33 eV

Geometry (Å):
Cl: 9.898 0.996 -8.508
C: 8.483 0.249 -7.843
C: 7.280 1.259 -7.815
Cl: 7.397 2.456 -6.489
H: 8.725 -0.068 -6.828
H: 8.383 -0.722 -8.326
H: 6.352 0.696 -7.718
H: 6.975 1.719 -8.755
Cl: 6.863 4.506 5.336
C: 5.693 3.143 5.026
C: 5.295 2.495 6.366
Cl: 6.660 1.734 7.269
H: 6.342 2.444 4.500
H: 4.895 3.541 4.399
H: 4.647 1.629 6.234
H: 4.796 3.246 6.978
Cl: -5.821 -1.198 2.392
C: -6.445 -1.437 4.101
C: -7.597 -2.441 4.051
Cl: -9.132 -1.717 3.558
H: -6.653 -0.404 4.378
H: -5.613 -1.740 4.737
H: -7.753 -2.855 5.047
H: -7.419 -3.316 3.426
Cl: -0.197 0.143 -3.712
C: 0.414 0.409 -2.037
C: 1.921 0.777 -2.024
Cl: 2.955 -0.595 -2.241
H: 0.172 -0.474 -1.445
H: -0.222 1.223 -1.691
H: 2.130 1.184 -1.035
H: 2.041 1.534 -2.800
Cl: 0.800 -4.934 2.292
C: 0.452 -6.621 1.909
C: -1.007 -6.975 1.789
Cl: -1.856 -6.643 3.351
H: 0.788 -7.189 2.777
H: 0.948 -6.877 0.973
H: -1.219 -7.937 1.322
H: -1.440 -6.323 1.031
Cl: -6.688 6.211 -0.859
C: -7.237 4.560 -0.970
C: -7.718 4.156 -2.403
Cl: -6.417 3.610 -3.548
H: -7.833 4.214 -0.125
H: -6.383 3.901 -0.816
H: -8.182 5.060 -2.799
H: -8.476 3.374 -2.458

=====

ii | The following is a quantum chemistry calculation of a molecular structure, C12H24Cl12, from the Open Molecules 2025 dataset.

Calculated values
- HOMO energy: -9.8 eV
- Orbital gap: 9.970 eV
- LUMO energy: 0.14 eV

Geometry (Å):
Cl: 0.251 0.505 -1.656
C: -0.203 0.728 0.041
C: 0.153 -0.334 1.117
Cl: -0.787 -1.759 0.807
H: -1.269 0.914 -0.086
H: 0.160 1.723 0.298
H: -0.168 0.179 2.024
H: 1.216 -0.572 1.131
Cl: -2.323 -3.617 3.469
C: -1.593 -2.767 4.879
C: -0.254 -2.146 4.374
Cl: -0.617 -0.907 3.203
H: -1.433 -3.573 5.595
H: -2.260 -2.113 5.439
H: 0.533 -2.805 4.007
H: 0.230 -1.673 5.228
Cl: 0.283 0.587 -4.194
C: 1.328 1.679 -3.220
C: 2.511 0.848 -2.664
Cl: 3.715 2.057 -2.221
H: 0.668 2.169 -2.505
H: 1.751 2.434 -3.883
H: 2.971 0.202 -3.412
H: 2.179 0.259 -1.809
Cl: -3.494 -0.661 -3.769
C: -2.488 0.743 -3.261
C: -2.545 1.021 -1.765
Cl: -4.246 1.432 -1.300
H: -2.792 1.670 -3.747
H: -1.486 0.464 -3.585
H: -1.776 1.686 -1.370
H: -2.142 0.097 -1.350
Cl: 2.773 5.914 -0.925
C: 1.459 5.009 -0.227
C: 1.845 3.556 0.023
Cl: 2.954 3.343 1.371
H: 0.736 5.082 -1.039
H: 1.149 5.499 0.696
H: 2.196 3.089 -0.897
H: 0.902 3.042 0.211
Cl: 1.106 -5.180 -0.724
C: 0.317 -3.800 0.002
C: -0.525 -4.278 1.178
Cl: 0.586 -4.695 2.565
H: -0.363 -3.273 -0.668
H: 1.135 -3.138 0.287
H: -1.112 -5.162 0.931
H: -1.231 -3.478 1.400

=====

Preferred: i; penalty for the next structure: 775.1 kJ/mol.

=====

i | The following is a quantum chemistry calculation of 4 unconnected molecules or ions with the total composition C3H12NO3, from the Open Molecules 2025 dataset.

Calculated values
- Charge: +1
- HOMO energy: -14.5 eV
- Orbital gap: 10.198 eV
- LUMO energy: -4.30 eV

Geometry (Å):
C: -1.973 0.064 -0.405
C: -2.457 1.075 -1.109
C: 0.114 -0.813 0.229
N: -0.677 0.199 0.206
H: -2.417 -0.921 -0.223
H: -1.964 2.043 -1.201
H: -3.406 1.012 -1.616
H: 1.075 -0.632 0.750
H: -0.043 -1.818 -0.188
H: -0.406 1.047 0.713
H: 2.828 -2.274 -1.363
H: 1.999 -1.093 -1.902
O: 2.101 -1.670 -1.136
H: -0.894 0.400 3.620
H: -0.126 -0.835 3.181
O: -0.222 0.108 2.988
H: 2.022 1.722 -1.540
H: 2.607 0.930 -0.377
O: 1.840 1.456 -0.628

=====

ii | The following is a quantum chemistry calculation of 4 unconnected molecules or ions with the total composition C3H12NO3, from the Open Molecules 2025 dataset.

Calculated values
- Charge: +1
- HOMO energy: -14.0 eV
- Orbital gap: 9.697 eV
- LUMO energy: -4.27 eV

Geometry (Å):
C: -0.943 -1.207 0.596
C: -1.977 -0.863 -0.195
C: 1.301 -0.518 0.780
N: 0.079 -0.187 0.650
H: -0.804 -2.169 1.086
H: -1.877 -0.078 -0.928
H: -2.879 -1.468 -0.080
H: 2.022 0.288 0.931
H: 1.534 -1.580 0.889
H: -0.271 0.838 0.505
H: 0.772 3.900 -2.333
H: 1.525 4.421 -1.070
O: 1.147 3.638 -1.490
H: 1.008 -4.729 -0.014
H: -0.265 -4.218 -0.669
O: 0.296 -4.095 0.103
H: 0.190 2.919 -0.261
H: -0.495 2.761 1.178
O: -0.365 2.346 0.322

=====

Preferred: ii; penalty for the next structure: 30.0 kJ/mol.